The following is a quantum chemistry calculation of a cluster of 3 separate species, C18H23F12N2O5P in total in a non-equilibrium geometry, from the Open Molecules 2025 dataset.

Geometry as XYZ:
```
61
Properties=species:S:1:pos:R:3:forces:R:3
C 3.201210 -4.592578 -0.421776 0.042 0.069 0.077
F 2.678012 0.788082 -0.456302 -1.486 -3.311 -2.878
C -1.517771 3.468193 -2.361610 -0.090 0.031 0.478
C -1.223870 1.860236 -2.008527 -0.920 1.958 -1.274
F 1.016403 1.760887 4.272451 -3.673 2.519 -2.402
C 2.277253 -0.298117 -1.427411 1.671 0.303 2.011
C 2.825412 0.194556 -2.893698 2.047 2.570 -0.344
C -5.792453 2.705392 5.429845 -0.086 -0.089 0.058
C 3.466999 -0.674517 -5.442244 4.788 4.259 -3.769
H 2.348504 -7.338497 -2.396761 0.176 0.166 -0.170
H -4.583899 4.081072 6.551552 0.073 0.071 -0.176
H -6.721422 3.283313 5.496625 0.097 -0.105 -0.019
O 4.187426 0.446027 -5.722329 -5.545 -7.710 2.544
H 2.700697 -4.082209 0.407125 0.094 -0.081 -0.102
H 1.375476 -5.335096 -1.274538 0.127 -0.169 0.000
P -0.431981 0.326862 0.035597 -0.860 2.356 0.482
H 1.104090 1.979012 1.337466 -1.814 -1.943 0.194
F 2.334444 1.577067 -3.254166 1.304 -4.628 1.581
F 4.319464 0.359709 -2.737133 -4.918 -0.927 -0.659
H -2.529940 3.852273 -1.859219 2.232 -1.066 -1.079
F -1.210434 2.509369 4.686074 3.739 -0.119 -3.657
H -2.283971 1.373178 -1.890499 2.060 0.575 0.206
H -1.900643 0.330138 -0.015204 1.225 -0.237 -0.086
F 2.356523 -2.192254 -3.720387 -0.204 4.521 -1.223
O -0.400134 1.863023 -0.789586 -0.793 -2.243 -0.837
C -4.529244 4.707282 4.492068 0.180 -0.652 -0.873
C -0.604782 -1.401447 0.918390 -1.376 -1.662 0.702
H 0.944722 0.292853 2.174088 -1.571 1.709 -0.756
N 3.474601 -4.824588 -4.225527 -1.757 -6.085 7.765
H -3.646226 5.338500 4.637251 -0.115 -0.090 -0.243
C 0.317289 1.132163 1.629314 2.892 0.432 0.089
F -1.694699 -2.168661 0.207522 3.705 1.697 2.450
H -0.702513 1.341341 -2.920082 -0.716 0.952 1.832
C -4.573808 3.613434 5.560881 -0.056 -0.393 0.189
H -1.600870 3.627880 -3.520725 0.253 -0.318 2.299
C -4.468383 4.074104 3.111540 0.368 -3.259 -7.879
C -0.126607 2.457202 3.635708 -1.289 0.246 1.372
F -1.141522 -1.187000 2.313952 2.003 -1.260 -4.105
O 3.660079 -1.789771 -6.422303 -1.587 2.240 4.123
H -5.791753 2.162464 4.479450 0.005 0.130 0.074
H 2.125392 -6.424339 -0.107779 0.013 -0.041 -0.212
H 4.168609 -4.960982 -0.061427 -0.110 0.068 -0.042
H 3.949405 -6.953816 -1.739599 -0.053 0.147 -0.200
O -0.707033 1.766968 2.472954 2.591 1.197 2.837
C 2.415624 -0.773341 -4.150892 -0.723 -1.006 -1.533
C 3.000319 -6.520256 -2.072952 -0.021 0.780 -0.754
H 3.271094 -2.642515 -6.068372 0.414 1.150 -0.164
F 0.693242 -2.116131 0.893022 -4.026 1.297 0.647
C 2.337324 -5.739638 -0.936324 -0.108 0.345 0.271
N -4.417911 3.548898 1.966288 -0.388 4.122 9.131
F 3.008170 -1.524632 -0.933161 -2.438 4.008 -1.922
O -0.051085 -1.352152 -2.158896 5.286 5.535 5.106
F 0.231714 3.882927 3.373138 -0.913 -5.051 0.789
H -5.797512 1.958481 6.229948 -0.034 0.128 -0.092
H -0.653438 4.134911 -1.898384 -1.718 -1.539 -1.190
C 3.259532 -5.593417 -3.249493 1.592 4.992 -6.818
H -3.666465 2.999767 5.503103 -0.091 0.225 -0.015
H -5.417179 5.345394 4.557224 0.097 -0.122 -0.188
H 3.385101 -3.844608 -1.199431 0.003 -0.201 0.070
F 1.097055 -0.281618 -4.701855 3.897 -1.903 2.001
C 0.656365 -0.530780 -1.333984 -3.494 -4.584 -3.718
```
Forces are in eV/Å.

Results
HOMO level (eV): -10.9075
Multiplicity: 1
Gap between HOMO and LUMO (eV): 8.827


The following is a quantum chemistry calculation of a structure of composition C33H40GeN2O6PtSSi, from the Open Molecules 2025 dataset.

Geometry as XYZ:
```
85
Properties=species:S:1:pos:R:3:forces:R:3
H -1.873948 -0.851949 -3.078638 -0.011 -0.021 -0.020
C 4.819911 -0.342145 -0.531146 0.064 -0.043 0.055
C 3.651587 -3.047793 0.026851 -0.064 0.036 -0.020
C -3.890788 2.359208 1.529618 0.016 0.006 0.024
H 1.216384 -3.740879 -3.682079 -0.002 0.001 0.005
C -2.244776 -2.107744 -1.377252 0.013 0.054 -0.069
H -3.425285 -5.288316 -1.547492 0.000 0.003 0.009
S 1.627740 2.499102 0.750108 -0.071 -0.230 -0.227
H -2.594336 -2.547853 -4.730595 0.001 0.007 0.000
C -0.018029 -5.952063 -1.436855 0.008 0.001 0.005
H 1.020234 -2.753840 -1.803999 0.021 0.013 0.051
H 1.642522 -5.459594 -3.600479 -0.001 -0.001 -0.004
C -3.057826 -4.024531 -3.242767 -0.004 -0.003 -0.018
C 1.219482 6.370151 1.824541 0.005 0.006 -0.010
H -0.437882 -5.725956 -0.459645 -0.001 -0.004 -0.004
H -0.927514 2.994539 0.072589 0.025 -0.015 0.006
H -3.412783 -1.763122 2.072894 0.000 -0.002 0.003
H -3.371911 -4.769219 -3.964963 -0.003 -0.004 0.000
O 0.762634 2.121262 1.847799 0.044 0.045 0.042
H 4.661731 -3.289446 0.372960 -0.024 0.015 0.038
C -0.318949 3.020302 -0.842246 0.080 -0.066 -0.036
H 4.713682 0.741312 -0.464339 -0.021 -0.042 -0.003
H -4.047300 0.183143 -1.650029 -0.004 0.008 -0.004
C -2.683948 -3.362195 -0.959684 0.013 0.018 0.010
C -1.198921 2.426947 -1.931144 -0.045 0.297 0.068
H -3.086445 -2.657614 4.343839 -0.004 0.004 -0.006
C 0.615043 -3.612879 -1.245989 -0.054 0.099 -0.166
H 1.797342 8.941129 1.918908 0.002 0.004 0.000
H 0.651413 6.940038 2.550962 -0.004 -0.003 0.000
Pt 0.388980 0.202843 -1.095426 0.412 0.362 -0.095
C 1.070177 4.990043 1.765570 -0.015 0.015 -0.011
C -3.090628 -4.313954 -1.884811 -0.016 -0.008 0.008
O 0.310211 -3.537297 -0.074862 0.038 -0.147 0.136
H -3.835950 2.981434 2.415097 0.003 -0.005 0.001
H 3.495738 6.784984 -0.636021 -0.001 0.005 0.003
C -0.947736 -2.473026 4.277705 -0.015 -0.004 0.009
H -0.793426 -6.373361 -2.080796 -0.012 0.008 0.013
C -0.035925 -1.614820 2.225539 -0.055 -0.033 0.041
C 3.292058 -0.848388 2.074654 -0.056 0.062 0.024
H -0.805792 -2.847335 5.284764 -0.002 0.000 0.000
H -5.661711 3.311012 0.778571 -0.003 0.000 0.001
C 2.084499 7.032688 0.962781 -0.011 0.003 0.015
H 3.303042 -1.780032 2.646397 -0.039 0.004 0.026
N 0.485232 -4.726347 -2.009255 0.005 -0.016 0.007
H 5.736094 -0.636494 -0.009110 0.026 0.013 -0.023
H -2.673883 -3.607080 0.096663 -0.009 -0.016 -0.004
C -4.915276 2.543701 0.612163 -0.007 -0.004 -0.018
N 0.939679 2.261575 -0.698044 -0.352 0.112 0.218
C 2.677010 4.907267 -0.025613 -0.004 0.004 0.001
H 1.147655 -2.155275 3.925925 0.015 -0.004 0.004
O -1.070047 1.141545 -2.122741 -0.083 -0.151 -0.022
H -5.761852 1.904971 -1.253291 0.002 -0.002 -0.003
C -1.310739 -1.501405 1.685518 0.025 -0.028 -0.030
H 3.584960 -3.345804 -1.023032 -0.003 -0.010 -0.024
H -0.136400 4.065803 -1.093188 0.046 0.017 -0.023
Ge -1.586237 -0.766761 -0.104416 0.194 -0.099 0.144
C -4.007285 0.781180 -0.746928 -0.002 -0.003 0.006
C -2.217807 -1.825219 -2.744367 -0.019 -0.022 0.005
H -0.011307 -4.967451 -4.029552 -0.002 0.000 0.005
H 3.268460 8.832031 0.944986 -0.002 0.008 0.000
H 0.396229 4.463758 2.428484 0.005 0.005 0.004
H -2.129740 1.242646 2.031345 0.004 0.025 -0.016
C 2.812719 6.282030 0.039569 0.010 -0.006 -0.018
H 4.163158 -0.256562 2.363754 0.027 -0.021 -0.042
H 3.242453 4.319816 -0.737526 0.000 0.002 0.001
O 2.028190 -0.767512 -0.650230 -0.232 -0.403 0.366
H 0.781046 -6.691270 -1.318165 0.004 0.000 -0.020
C -2.978652 0.578828 0.170333 0.063 0.080 -0.067
C 0.147478 -2.089543 3.516588 0.000 0.017 -0.040
C -2.929416 1.381325 1.310307 -0.002 -0.007 0.018
H 2.935574 -3.642612 0.596273 -0.022 -0.022 -0.006
Si 3.329373 -1.197919 0.226418 0.176 0.236 -0.322
H 4.923918 -0.622868 -1.582691 0.004 0.010 -0.007
O -1.990932 3.120596 -2.538373 0.034 -0.119 -0.012
C -2.405971 -1.872840 2.464803 -0.023 0.034 -0.062
H 1.700733 8.989496 0.159017 0.003 0.007 0.000
C 1.800510 4.267031 0.840838 -0.036 -0.028 -0.034
C -2.227614 -2.366881 3.750187 0.008 -0.014 0.023
C 0.852490 -4.728576 -3.401885 0.007 0.009 -0.010
C -4.973544 1.752268 -0.526454 -0.003 0.013 0.003
C 2.221457 8.531239 1.002667 0.003 -0.021 -0.003
C -2.621722 -2.778414 -3.672133 0.006 -0.008 0.023
H 0.812069 -1.327337 1.622667 -0.015 -0.042 -0.002
H 2.415891 -0.266357 2.359492 0.036 0.039 0.037
O 2.963447 1.958604 0.718081 -0.094 -0.030 0.038
```
Forces are in eV/Å.

Results
Charge: -1
HOMO level (spin up / spin down) (eV): -4.9327 / -5.8230
Multiplicity: 2
Gap between HOMO and LUMO (spin up / spin down) (eV): 7.462 / 7.643
Energy above the lowest of the compared OMol25 structures with the same formula, charge and spin (kcal/mol): 7.1


| no. | total energy (eV) |
| --- | --- |
| 1 | -74142.1085 |
| 2 | -128615.2521 |